{"formula": "C3H8OS", "method": "wB97M-V/def2-TZVPD", "species": ["C", "H", "H", "S", "H", "H", "H", "H", "H", "C", "H", "O", "C"], "coordinates": [[-0.91746, -2.26263, 0.90394], [-1.22234, -3.28674, 0.83157], [1.63734, 1.78905, -0.24513], [-1.29174, -1.24195, -0.28556], [0.26833, -0.02087, 0.94642], [-0.40888, -1.97647, 1.86997], [1.25081, 1.20039, -1.84128], [-2.32895, 0.74903, -0.16102], [-0.19084, 1.82345, -0.98051], [0.82206, 1.35346, -0.80233], [1.08928, -0.82651, -0.47733], [-2.31865, -0.00733, 0.34821], [0.33078, -0.05117, -0.14199]], "forces_ev_per_angstrom": [[0.7, 0.6, 1.0], [-0.3, -0.2, -0.3], [-0.5, 0.5, 0.6], [1.4, 1.6, 0.4], [0.4, 0.3, -0.1], [-0.6, 0.0, -1.3], [-0.6, -0.2, 1.2], [0.1, 2.7, -2.1], [1.7, 0.9, 0.5], [-2.9, -2.5, -1.8], [-0.9, 0.7, 0.8], [-0.1, -3.1, 2.0], [1.8, -1.4, -1.0]], "relative_energy_kcal_mol": 78.2, "e_tot_ha": -592.39336, "homo_lumo_gap_ha": 0.335, "multiplicity": 1, "max_force_ev_per_a": 4.19, "e_homo_ev": -8.40}